ORCA calculation (ωB97M-V/def2-TZVPD) on a single C3H5N3S molecule in a non-equilibrium geometry.

Structure (XYZ):
```
12
Properties=species:S:1:pos:R:3
H 0.514 -1.273 0.900
N 1.438 -1.640 0.557
C 2.020 -0.620 0.027
N 1.559 0.625 -0.409
C 0.232 0.933 -0.124
C -0.603 -0.337 -0.472
S -2.207 -0.486 0.001
N -0.246 2.069 0.423
H 0.550 2.558 0.854
H 2.997 -0.970 -0.574
H 2.200 1.420 -0.699
H -0.093 -1.191 -1.090
```

Summary:
Highest occupied orbital energy ... -9.0 eV
E_LUMO ... -1.40 eV
Strongest force on any atom ... 5.28 eV/A

Which charges does natural (NBO) predict for the atoms? In e, they are: H 0.335; N -0.620; C 0.263; N -0.669; C 0.347; C -0.400; S 0.137; N -0.591; H 0.339; H 0.177; H 0.432; H 0.250

ORCA calculation (ωB97M-V/def2-TZVPD) on 5 unconnected molecules or ions with the total composition C36H32F5NO2 in a non-equilibrium geometry.

Structure (XYZ):
```
76
Properties=species:S:1:pos:R:3
C -0.681 -1.627 4.290
C -1.662 -1.537 3.139
C -2.734 -2.427 2.971
C -3.633 -2.298 1.941
C -3.521 -1.279 0.987
C -2.463 -0.427 1.130
C -1.542 -0.552 2.186
C -0.489 0.562 2.034
O 0.340 0.962 2.814
N -0.767 1.052 0.759
C 0.302 1.517 -0.116
C 0.987 0.398 -0.943
C 0.697 -1.027 -0.468
F 2.375 0.594 -0.795
C -2.032 0.760 0.251
O -2.632 1.336 -0.620
H 0.021 -0.788 4.281
H -0.178 -2.600 4.317
H -1.258 -1.514 5.221
H -2.860 -3.230 3.697
H -4.446 -3.018 1.857
H -4.233 -1.158 0.173
H -0.139 2.226 -0.833
H 1.065 2.067 0.444
H 0.775 0.458 -2.018
H 1.296 -1.321 0.400
H 1.030 -1.699 -1.277
H -0.364 -1.245 -0.315
F -3.812 -0.713 6.996
C -3.131 0.368 7.425
C -3.392 0.875 8.682
C -2.685 1.986 9.122
C -1.736 2.578 8.298
C -1.489 2.057 7.035
C -2.187 0.941 6.597
H -4.141 0.405 9.306
H -2.875 2.390 10.108
H -1.189 3.446 8.642
H -0.753 2.519 6.390
H -2.003 0.516 5.619
F 0.951 -3.538 0.994
C 0.203 -4.604 0.653
C 0.759 -5.867 0.713
C -0.018 -6.963 0.365
C -1.333 -6.781 -0.046
C -1.873 -5.503 -0.105
C -1.103 -4.406 0.252
H 1.787 -5.986 1.029
H 0.402 -7.959 0.415
H -1.935 -7.637 -0.321
H -2.896 -5.361 -0.429
H -1.510 -3.402 0.221
F -0.085 1.384 -4.591
C 0.328 2.664 -4.477
C -0.278 3.641 -5.242
C 0.147 4.957 -5.120
C 1.176 5.278 -4.245
C 1.778 4.284 -3.486
C 1.349 2.970 -3.598
H -1.073 3.371 -5.924
H -0.325 5.732 -5.709
H 1.509 6.304 -4.155
H 2.583 4.531 -2.806
H 1.803 2.183 -3.009
F 3.379 4.048 -6.900
C 3.931 2.823 -6.830
C 3.129 1.737 -6.539
C 3.697 0.474 -6.471
C 5.060 0.313 -6.685
C 5.854 1.416 -6.972
C 5.287 2.680 -7.051
H 2.071 1.883 -6.368
H 3.077 -0.385 -6.251
H 5.503 -0.673 -6.627
H 6.916 1.291 -7.135
H 5.888 3.550 -7.282
```

Summary:
Highest occupied orbital energy ... -9.2 eV
E_LUMO ... -0.24 eV
Strongest force on any atom ... 2.27 eV/A

Which charges does Mulliken predict for the atoms? In e, they are: C -1.905; C 1.552; C -0.789; C -0.775; C -0.449; C -0.122; C 0.943; C 0.010; O -0.640; N 0.262; C -1.327; C 1.266; C -1.733; F -0.455; C 0.061; O -0.609; H 0.365; H 0.442; H 0.396; H 0.489; H 0.431; H 0.509; H 0.345; H 0.410; H 0.213; H 0.402; H 0.565; H 0.150; F -0.293; C 0.134; C -0.428; C -0.387; C -0.464; C -0.555; C -0.048; H 0.421; H 0.362; H 0.369; H 0.394; H 0.481; F -0.231; C 0.145; C -0.552; C -0.419; C -0.527; C -0.562; C 0.246; H 0.437; H 0.373; H 0.374; H 0.394; H 0.324; F -0.396; C 0.044; C -0.213; C -0.425; C -0.497; C -0.738; C -0.027; H 0.425; H 0.397; H 0.390; H 0.439; H 0.620; F -0.301; C 0.248; C -0.159; C -0.549; C -0.426; C -0.375; C -0.432; H 0.452; H 0.383; H 0.375; H 0.360; H 0.412

ORCA calculation (ωB97M-V/def2-TZVPD) on a molecular structure, C40H36Ge2N5PtS2.

Structure (XYZ):
```
86
Properties=species:S:1:pos:R:3
Pt 0.881 0.377 0.078
C 2.402 -2.128 2.083
C 2.348 -0.825 2.816
C 2.942 -0.727 4.074
C 2.941 0.479 4.736
C 2.331 1.570 4.137
C 1.741 1.418 2.896
N 1.760 0.234 2.247
C 1.055 2.562 2.232
C 0.896 3.800 2.841
C 0.299 4.826 2.130
C -0.152 4.599 0.843
C -0.018 3.328 0.298
N 0.584 2.359 0.995
C -0.530 2.984 -1.056
C -1.385 3.842 -1.725
C -1.830 3.497 -2.992
C -1.396 2.316 -3.550
C -0.541 1.486 -2.826
C -0.025 0.234 -3.459
N -0.138 1.812 -1.595
H 2.462 -2.958 2.784
H 3.295 -2.161 1.454
H 1.519 -2.272 1.467
H 3.402 -1.603 4.508
H 3.407 0.579 5.707
H 2.333 2.523 4.642
H 1.238 3.980 3.848
H 0.192 5.804 2.578
H -0.593 5.404 0.276
H -1.722 4.760 -1.270
H -2.504 4.150 -3.530
H -1.709 2.018 -4.540
H -0.785 -0.219 -4.093
H 0.266 -0.488 -2.703
H 0.840 0.467 -4.085
S 3.014 1.436 -0.805
C 3.572 0.381 -2.036
C 4.497 0.867 -2.956
C 4.963 0.064 -4.004
C 5.893 0.607 -4.950
N 6.625 1.054 -5.711
C 4.527 -1.256 -4.106
C 3.623 -1.767 -3.162
C 3.121 -0.965 -2.147
S 1.930 -1.636 -1.095
C 4.995 -2.109 -5.158
N 5.341 -2.803 -6.003
H 4.863 1.880 -2.866
H 3.313 -2.800 -3.235
C -3.226 2.203 1.034
Ge -2.794 0.498 1.875
C -4.241 -0.807 1.927
C -1.943 0.871 3.586
Ge -1.208 -1.005 0.319
C -2.243 -1.340 -1.304
C -3.304 -0.524 -1.699
C -3.969 -0.748 -2.897
C -3.583 -1.795 -3.723
C -2.524 -2.610 -3.349
C -1.856 -2.379 -2.155
C -1.141 -2.574 1.463
C -1.302 -3.867 0.964
C -1.125 -4.966 1.795
C -0.811 -4.785 3.135
C -0.668 -3.501 3.648
C -0.821 -2.405 2.814
H -4.125 2.572 1.535
H -3.431 2.143 -0.032
H -2.428 2.924 1.210
H -5.021 -0.410 2.581
H -3.884 -1.752 2.330
H -4.656 -0.968 0.935
H -2.409 1.769 3.995
H -0.877 1.066 3.463
H -2.078 0.056 4.296
H -3.629 0.297 -1.073
H -4.797 -0.111 -3.179
H -4.108 -1.979 -4.650
H -2.218 -3.430 -3.985
H -1.015 -3.016 -1.899
H -1.596 -4.031 -0.064
H -1.251 -5.963 1.397
H -0.689 -5.644 3.781
H -0.438 -3.356 4.696
H -0.673 -1.409 3.217
```

Summary:
Highest occupied orbital energy (alpha / beta) ... -11.7 / -13.9 eV
Multiplicity ... 6
Net charge ... +2
Expectation value of S² ... 8.784
E_LUMO (alpha / beta) ... -5.78 / -9.03 eV
Strongest force on any atom ... 0.22 eV/A

Which charges does Mulliken predict for the atoms? In e, they are: Pt 3.191; C -0.942; C 0.585; C -0.870; C -1.051; C -0.916; C 0.578; N 0.619; C 0.295; C -0.755; C -1.511; C -0.499; C -0.360; N 0.564; C 0.985; C -1.000; C -0.990; C -0.972; C 0.499; C -0.740; N 0.231; H 0.517; H 0.346; H -0.319; H 0.566; H 0.474; H 0.489; H 0.521; H 0.467; H 0.527; H 0.363; H 0.479; H 0.573; H 0.397; H -0.344; H 0.377; S -0.299; C 1.006; C -0.753; C 0.594; C -0.400; N -0.357; C 0.514; C -0.858; C 0.295; S -0.181; C -0.437; N -0.350; H 0.602; H 0.564; C -0.951; Ge 0.633; C -1.015; C -0.961; Ge -1.138; C 1.070; C 0.034; C -0.851; C -0.666; C -1.025; C -0.305; C 0.495; C -0.425; C -0.752; C -0.645; C -0.854; C 0.093; H 0.575; H 0.260; H 0.232; H 0.523; H 0.289; H 0.359; H 0.454; H 0.155; H 0.452; H 0.000; H 0.485; H 0.416; H 0.436; H 0.340; H 0.363; H 0.449; H 0.416; H 0.474; H 0.269

Which of these has the lowest strongest force on any atom? C40H36Ge2N5PtS2

Which of these has the lowest strongest force on any atom? C40H36Ge2N5PtS2

What is the strongest force on any atom in the second record? 2.27 eV/A

Look up the strongest force on any atom of the first one. 5.28 eV/A